No. 1
{"formula": "C9H11N2O", "method": "ωB97M-V with the def2-TZVPD basis set", "homo_energy_ev": [-12.5, -13.6], "s_squared": 2.0452, "total_energy_ev": -14528.2176, "total_charge": 1, "orbital_gap_ev": [9.347, 7.490], "multiplicity": 3, "lumo_energy_ev": [-3.13, -6.14], "elements": ["C", "C", "C", "C", "C", "C", "C", "C", "C", "N", "N", "O", "H", "H", "H", "H", "H", "H", "H", "H", "H", "H", "H"], "positions_angstrom": [[-3.768, -0.292, 1.144], [-3.817, 0.661, 0.081], [-2.704, -1.125, 1.437], [-2.665, 0.821, -0.632], [-1.528, -0.998, 0.700], [-1.494, -0.045, -0.370], [0.584, -0.653, -1.624], [2.025, 0.719, -0.254], [3.481, 0.617, 0.353], [-0.470, -0.052, -1.234], [1.788, -0.379, -1.184], [1.094, 0.821, 0.672], [-4.654, -0.426, 1.621], [-4.818, 1.105, -0.146], [-2.780, -1.845, 2.327], [-2.762, 1.581, -1.494], [-0.585, -1.534, 0.881], [0.443, -1.621, -2.158], [1.977, 1.653, -0.970], [4.312, 0.523, -0.340], [3.503, -0.168, 1.013], [3.662, 1.561, 0.836], [2.487, -0.798, -1.613]]}

No. 2
{"formula": "C9H11N2O2", "method": "ωB97M-V with the def2-TZVPD basis set", "homo_energy_ev": -13.8, "total_energy_ev": -16577.6666, "total_charge": 1, "orbital_gap_ev": 8.549, "lumo_energy_ev": -5.22, "elements": ["C", "C", "O", "C", "C", "C", "N", "C", "C", "O", "C", "N", "C", "H", "H", "H", "H", "H", "H", "H", "H", "H", "H", "H"], "positions_angstrom": [[-0.643, 2.550, 1.049], [-0.760, 1.374, 2.037], [-1.736, 0.416, 1.626], [-1.248, -0.894, 1.559], [-0.282, -0.991, 0.366], [1.067, -1.097, 0.587], [1.928, -1.142, -0.424], [1.488, -1.078, -1.682], [0.165, -0.986, -1.964], [-0.354, -0.938, -3.244], [0.522, -0.466, -4.106], [1.367, 0.035, -4.731], [-0.764, -0.937, -0.928], [0.260, 3.106, 1.323], [-1.506, 3.198, 1.220], [-0.571, 2.218, 0.010], [-1.075, 1.747, 3.019], [0.249, 0.959, 2.181], [-0.747, -1.233, 2.479], [-2.060, -1.604, 1.371], [1.412, -1.121, 1.615], [2.922, -1.220, -0.239], [2.246, -1.089, -2.461], [-1.827, -0.832, -1.130]]}

No. 3
{"formula": "C9H11N2O2", "method": "ωB97M-V with the def2-TZVPD basis set", "homo_energy_ev": -12.7, "total_energy_ev": -16577.1367, "total_charge": 1, "orbital_gap_ev": 8.234, "lumo_energy_ev": -4.43, "elements": ["C", "C", "C", "C", "C", "C", "C", "C", "C", "N", "N", "O", "O", "H", "H", "H", "H", "H", "H", "H", "H", "H", "H", "H"], "positions_angstrom": [[1.632, -2.917, -0.707], [0.268, -3.108, -0.545], [2.197, -1.656, -0.684], [-0.595, -2.025, -0.350], [1.349, -0.555, -0.485], [0.024, -0.820, -0.327], [1.917, 0.811, -0.457], [-0.345, 1.691, -0.160], [-1.920, 1.045, 1.681], [-1.153, 2.313, -1.100], [-0.842, 1.955, 1.248], [3.055, 1.104, -0.587], [0.996, 1.860, -0.229], [2.268, -3.776, -0.861], [-0.150, -4.103, -0.569], [3.255, -1.490, -0.817], [-1.657, -2.162, -0.232], [-2.287, 1.332, 2.664], [-2.739, 1.095, 0.967], [-1.540, 0.026, 1.718], [-0.636, 2.832, -1.802], [-1.868, 1.741, -1.532], [-0.037, 1.884, 1.884], [-1.192, 2.925, 1.281]]}

No. 4
{"formula": "C9H11N2P", "method": "ωB97M-V with the def2-TZVPD basis set", "homo_energy_ev": -8.4, "total_energy_ev": -21774.6141, "total_charge": 0, "orbital_gap_ev": 7.983, "lumo_energy_ev": -0.41, "elements": ["C", "C", "C", "C", "C", "C", "C", "C", "C", "N", "N", "P", "H", "H", "H", "H", "H", "H", "H", "H", "H", "H", "H"], "positions_angstrom": [[-0.432, -3.240, -1.162], [-1.067, -0.954, 1.488], [-0.410, -2.157, -0.244], [-0.741, 0.271, 1.008], [1.034, -1.342, -0.365], [0.579, 0.834, 1.209], [-0.763, 0.458, -0.604], [0.854, 0.169, -0.279], [0.908, 2.389, 1.203], [-0.404, -4.113, -1.915], [-1.304, -2.026, 0.599], [-1.195, 2.068, -1.438], [-1.202, -1.264, 2.438], [1.763, -1.767, 0.268], [1.279, -1.502, -1.505], [1.258, 0.381, 1.997], [-1.159, -0.407, -1.133], [1.582, 0.611, -0.924], [1.894, 2.601, 1.712], [0.137, 2.885, 1.736], [0.789, 2.858, 0.170], [-2.614, 1.692, -1.641], [-0.786, 1.553, -2.619]]}

No. 5
{"formula": "C9H11N2S", "method": "ωB97M-V with the def2-TZVPD basis set", "homo_energy_ev": [-11.6, -11.6], "total_energy_ev": -23317.4701, "total_charge": 1, "orbital_gap_ev": [5.400, 5.402], "lumo_energy_ev": [-6.16, -6.15], "elements": ["C", "C", "C", "C", "C", "C", "C", "C", "C", "N", "N", "S", "H", "H", "H", "H", "H", "H", "H", "H", "H", "H", "H"], "positions_angstrom": [[2.637, -1.657, 1.082], [-1.168, 1.166, -0.519], [-0.681, 1.765, 0.533], [1.642, -1.748, 0.137], [1.087, 0.185, 1.037], [-2.449, -0.456, -1.734], [-1.728, 0.703, -1.664], [-1.347, 3.021, 1.038], [1.452, -2.867, -0.817], [0.420, 1.346, 1.251], [0.787, -0.694, 0.141], [2.502, -0.227, 2.015], [3.418, -2.365, 1.280], [-2.801, -0.828, -2.682], [-2.620, -1.067, -0.864], [-1.516, 1.250, -2.580], [-0.628, 3.838, 1.029], [-2.191, 3.293, 0.413], [-1.704, 2.865, 2.055], [1.320, -2.478, -1.827], [2.303, -3.540, -0.792], [0.551, -3.426, -0.562], [0.712, 1.921, 2.030]]}

No. 6
{"formula": "C9H11N3", "method": "ωB97M-V with the def2-TZVPD basis set", "homo_energy_ev": -8.8, "total_energy_ev": -13974.7104, "total_charge": 0, "orbital_gap_ev": 9.224, "lumo_energy_ev": 0.43, "elements": ["C", "C", "C", "C", "C", "C", "C", "C", "C", "N", "N", "N", "H", "H", "H", "H", "H", "H", "H", "H", "H", "H", "H"], "positions_angstrom": [[1.060, 2.396, -1.540], [0.094, 1.857, -0.651], [-0.109, -0.493, -4.860], [-0.968, -1.388, -4.102], [-0.407, 0.689, 2.338], [0.417, 1.529, 1.663], [0.162, -1.071, -3.528], [-0.032, -0.345, 3.266], [-0.098, 2.474, 0.722], [-0.416, 0.796, -1.025], [-0.981, -0.111, -1.359], [1.920, 2.982, -2.066], [0.400, -1.059, -5.732], [-0.416, 0.534, -5.012], [-1.866, -2.046, -4.085], [-1.481, 0.846, 2.265], [1.487, 1.422, 1.608], [0.906, -1.082, -2.760], [-0.950, -1.019, 3.465], [0.704, -0.924, 2.820], [0.173, 0.000, 4.254], [0.458, 3.443, 0.588], [-1.126, 2.523, 0.769]]}

No. 7
{"formula": "C9H11N3O", "method": "ωB97M-V with the def2-TZVPD basis set", "homo_energy_ev": [-8.4, -8.4], "total_energy_ev": -16025.1013, "total_charge": 0, "orbital_gap_ev": [8.398, 8.397], "lumo_energy_ev": [0.00, 0.01], "elements": ["C", "C", "C", "C", "C", "C", "C", "C", "C", "N", "N", "N", "O", "H", "H", "H", "H", "H", "H", "H", "H", "H", "H", "H"], "positions_angstrom": [[-0.074, 2.848, -0.448], [1.184, 2.541, 0.005], [-0.952, 1.880, -0.832], [1.613, 1.250, -0.066], [-0.493, 0.520, -0.955], [0.846, 0.269, -0.711], [0.403, -2.626, 1.379], [1.303, -1.136, -1.003], [-0.586, -1.530, 1.309], [0.595, -2.024, -1.546], [-1.633, -1.748, 0.557], [-2.676, -1.011, 0.451], [1.481, -2.623, 1.958], [-0.293, 3.863, -0.630], [1.812, 3.335, 0.413], [-1.785, 2.155, -1.320], [2.566, 1.095, 0.254], [-0.996, -0.300, -1.362], [0.171, -3.505, 0.765], [2.327, -1.282, -0.493], [-0.310, -0.581, 1.755], [0.914, -2.951, -1.807], [-1.627, -2.556, -0.110], [-2.594, -0.083, 0.874]]}

No. 8
{"formula": "C9H11N3O", "method": "ωB97M-V with the def2-TZVPD basis set", "homo_energy_ev": -6.7, "total_energy_ev": -16026.6122, "total_charge": 0, "orbital_gap_ev": 7.516, "lumo_energy_ev": 0.83, "elements": ["C", "C", "C", "C", "C", "C", "C", "C", "C", "H", "H", "H", "H", "H", "H", "H", "H", "H", "H", "H", "N", "N", "N", "O"], "positions_angstrom": [[-4.484, -0.039, 0.531], [-2.219, 0.020, -0.094], [-1.797, -1.317, -0.241], [-0.431, -1.701, -0.424], [0.649, -0.641, -0.244], [2.841, -0.188, 0.101], [1.349, 1.764, -0.186], [0.216, 0.711, -0.172], [-1.176, 1.049, -0.148], [-4.309, -0.953, 1.078], [-5.021, 0.737, 0.947], [-5.135, -0.174, -0.377], [-2.589, -2.113, -0.489], [0.071, -2.603, -0.962], [4.048, -1.650, 0.858], [4.526, -0.154, 1.411], [3.455, 1.449, -0.752], [1.272, 2.477, 0.611], [1.455, 2.301, -1.107], [-1.499, 2.078, -0.096], [1.961, -1.113, -0.147], [4.017, -0.638, 0.713], [2.669, 1.121, -0.202], [-3.311, 0.633, 0.200]]}

No. 9
{"formula": "C9H11N4", "method": "ωB97M-V with the def2-TZVPD basis set", "homo_energy_ev": [-13.7, -13.1], "total_energy_ev": -15455.7209, "total_charge": 1, "orbital_gap_ev": [8.330, 6.557], "lumo_energy_ev": [-5.36, -6.49], "elements": ["C", "C", "C", "C", "C", "C", "C", "C", "C", "N", "N", "N", "N", "H", "H", "H", "H", "H", "H", "H", "H", "H", "H", "H"], "positions_angstrom": [[2.429, 0.478, 0.567], [-0.862, 0.371, -0.682], [1.419, 0.941, -0.144], [0.418, 1.504, -0.829], [-0.531, -0.940, -1.165], [0.989, -2.217, 0.266], [-0.853, -0.162, 0.662], [0.476, 2.695, -1.663], [-2.078, -0.282, 1.530], [3.081, -0.003, 1.395], [0.531, -1.436, -1.730], [1.372, -2.044, -1.173], [-0.365, -1.588, 0.373], [-1.782, 0.924, -0.822], [0.819, -3.187, 0.659], [1.652, -1.663, 0.890], [-0.052, 0.405, 1.273], [0.676, 3.586, -0.882], [-0.373, 3.128, -2.249], [1.345, 2.612, -2.356], [-2.365, 0.747, 1.836], [-1.881, -0.949, 2.400], [-3.024, -0.701, 1.069], [-1.044, -2.217, 0.776]]}

No. 10
{"formula": "C9H11NO", "method": "ωB97M-V with the def2-TZVPD basis set", "homo_energy_ev": -9.2, "total_energy_ev": -13045.0159, "total_charge": 0, "orbital_gap_ev": 10.135, "lumo_energy_ev": 0.94, "elements": ["C", "C", "C", "C", "C", "C", "C", "C", "C", "N", "O", "H", "H", "H", "H", "H", "H", "H", "H", "H", "H", "H"], "positions_angstrom": [[1.223, 2.259, -1.503], [0.096, 2.660, -0.841], [1.283, 0.941, -1.942], [-0.974, 1.743, -0.668], [0.338, -0.007, -1.623], [-0.840, 0.428, -0.965], [1.363, -1.612, 3.286], [-1.443, -1.791, -0.103], [-1.794, -0.676, -0.679], [0.584, -0.772, 2.828], [1.126, 0.178, 1.977], [2.062, 2.886, -1.367], [0.121, 3.613, -0.492], [2.071, 0.492, -2.523], [-1.911, 2.111, -0.339], [0.538, -0.980, -1.913], [2.428, -1.719, 3.378], [0.778, -2.342, 3.758], [-2.030, -2.741, 0.068], [0.298, 0.465, 1.411], [-0.463, -1.816, 0.274], [-2.833, -0.691, -1.076]]}

No. 11
{"formula": "C9H11NO", "method": "ωB97M-V with the def2-TZVPD basis set", "homo_energy_ev": [-5.5, -11.5], "s_squared": 2.0162, "total_energy_ev": -13042.7516, "total_charge": 0, "orbital_gap_ev": [6.153, 9.023], "multiplicity": 3, "lumo_energy_ev": [0.69, -2.45], "elements": ["C", "C", "C", "C", "C", "C", "C", "C", "C", "N", "O", "H", "H", "H", "H", "H", "H", "H", "H", "H", "H", "H"], "positions_angstrom": [[2.351, -0.783, 0.440], [0.936, 1.205, -0.945], [-0.894, -1.665, -0.903], [-1.250, -1.055, 0.472], [0.609, -1.815, -0.986], [-0.312, 1.371, -0.016], [-0.111, -0.064, 0.689], [1.113, -0.640, -0.162], [-0.441, 2.649, 0.886], [3.337, -0.883, 1.004], [1.606, 1.774, -1.708], [-1.427, -2.597, -1.035], [-1.308, -0.943, -1.629], [-2.212, -0.490, 0.355], [-1.167, -1.902, 1.262], [0.852, -2.771, -0.336], [0.804, -1.783, -2.016], [-1.114, 1.486, -0.677], [0.103, 0.060, 1.804], [0.481, 2.749, 1.641], [-1.357, 2.545, 1.440], [-0.599, 3.551, 0.419]]}

No. 12
{"formula": "C9H11NO2", "method": "ωB97M-V with the def2-TZVPD basis set", "homo_energy_ev": -9.0, "total_energy_ev": -15095.3950, "total_charge": 0, "orbital_gap_ev": 9.403, "lumo_energy_ev": 0.44, "elements": ["C", "C", "C", "C", "C", "C", "C", "C", "C", "H", "H", "H", "H", "H", "H", "H", "H", "H", "H", "H", "N", "O", "O"], "positions_angstrom": [[-2.103, 0.396, -0.345], [-2.073, -0.665, 0.645], [-0.686, 0.320, -1.048], [0.483, 0.057, -0.176], [1.338, 1.144, 0.234], [1.126, -1.162, -0.307], [2.670, 0.887, 0.515], [2.412, -1.410, -0.022], [3.236, -0.408, 0.471], [-3.044, 1.850, 0.657], [-1.464, 1.792, 0.941], [-2.928, 0.332, -1.150], [-0.901, -0.569, -1.746], [-0.551, 1.241, -1.628], [1.007, 2.123, 0.256], [0.577, -2.078, -0.591], [3.325, 1.742, 0.794], [2.737, -2.408, -0.067], [4.262, -0.593, 0.721], [-3.328, -1.853, -0.186], [-2.142, 1.785, 0.195], [-1.600, -0.556, 1.766], [-2.354, -1.965, 0.072]]}

Repeat the third record exactly.
{"formula": "C9H11N2O2", "method": "ωB97M-V with the def2-TZVPD basis set", "homo_energy_ev": -12.7, "total_energy_ev": -16577.1367, "total_charge": 1, "orbital_gap_ev": 8.234, "lumo_energy_ev": -4.43, "elements": ["C", "C", "C", "C", "C", "C", "C", "C", "C", "N", "N", "O", "O", "H", "H", "H", "H", "H", "H", "H", "H", "H", "H", "H"], "positions_angstrom": [[1.632, -2.917, -0.707], [0.268, -3.108, -0.545], [2.197, -1.656, -0.684], [-0.595, -2.025, -0.350], [1.349, -0.555, -0.485], [0.024, -0.820, -0.327], [1.917, 0.811, -0.457], [-0.345, 1.691, -0.160], [-1.920, 1.045, 1.681], [-1.153, 2.313, -1.100], [-0.842, 1.955, 1.248], [3.055, 1.104, -0.587], [0.996, 1.860, -0.229], [2.268, -3.776, -0.861], [-0.150, -4.103, -0.569], [3.255, -1.490, -0.817], [-1.657, -2.162, -0.232], [-2.287, 1.332, 2.664], [-2.739, 1.095, 0.967], [-1.540, 0.026, 1.718], [-0.636, 2.832, -1.802], [-1.868, 1.741, -1.532], [-0.037, 1.884, 1.884], [-1.192, 2.925, 1.281]]}